Entry 1:
The following is a DFT calculation (ωB97M-V/def2-TZVPD) of C10H9NO3Yb as an isolated structure.

The geometry in ORCA input format:
```
! wB97M-V def2-TZVPD RIJCOSX def2/J DEFGRID3
* xyz 2 1
H 2.379 0.843 2.336
H -0.130 2.798 -1.660
O -0.257 0.710 -1.766
C -2.229 2.136 -1.130
H -2.459 2.874 -0.314
O 2.244 1.507 -0.338
C 0.784 -0.384 0.164
H -2.667 1.146 -0.843
C 0.779 -1.481 1.179
C 1.991 -1.199 2.094
H -2.595 2.507 -2.120
O 2.473 -1.825 2.974
H -2.115 -1.391 -1.696
Yb 3.591 0.405 -1.422
C -0.228 -2.511 1.200
H -0.335 2.042 -0.043
H -2.055 -3.257 0.082
C -1.313 -1.406 -0.913
N 2.567 0.094 1.647
H -0.190 -3.294 1.989
C -0.647 1.959 -1.116
C -1.268 -2.464 0.120
C 1.958 0.539 0.441
C -0.278 -0.349 -0.863
*
```

* frontier orbital gap: 6.92 eV

---

Entry 2:
The following is a DFT calculation (ωB97M-V/def2-TZVPD) of C11F5O5S4SbSeV as an isolated structure.

The geometry in ORCA input format:
```
! wB97M-V def2-TZVPD RIJCOSX def2/J DEFGRID3
* xyz -2 2
S -0.496 1.858 -2.891
O -0.053 3.795 -0.631
C -0.601 -4.561 1.139
C 2.345 4.127 -0.020
C -1.624 -4.559 0.191
Se 1.078 -0.727 1.019
O 2.709 5.077 -0.702
O 4.341 3.563 1.260
C -1.931 -3.375 -0.473
O 2.737 1.035 1.736
S 0.999 0.177 -0.904
C -0.122 -2.213 0.673
F -1.536 -1.118 -0.903
C 1.000 3.540 0.043
S -4.027 2.666 -3.810
F -2.959 -3.347 -1.339
Sb -2.842 1.012 -2.811
C -1.187 -2.229 -0.233
O -0.073 1.834 1.253
C 0.981 2.468 0.960
F -0.315 -5.701 1.805
V -0.386 2.027 -0.755
F 1.091 -3.407 2.296
C 0.109 -3.401 1.376
F -2.306 -5.692 -0.078
C 2.367 2.146 1.319
S -2.493 1.701 -0.430
C 3.192 3.303 0.907
*
```

* frontier orbital gap (spin up / spin down): 5.54 / 6.04 eV
* relative energy (zero: lowest compared OMol25 entry of this formula, charge and spin): 1.753 eV
* <S²>: 0.792

---

Entry 3:
The following is a DFT calculation (ωB97M-V/def2-TZVPD) of one molecule with the formula C11H10.

The geometry in ORCA input format:
```
! wB97M-V def2-TZVPD RIJCOSX def2/J DEFGRID3
* xyz 0 1
H -1.231 -0.560 3.951
C -2.623 -0.256 2.027
H -1.886 -0.409 -1.864
C -0.916 -0.090 0.073
H -3.150 -0.382 0.021
H 0.740 -0.212 3.060
C -0.921 -0.434 -1.298
H 3.022 -0.435 -2.498
C 0.165 0.205 0.824
H -3.564 -0.593 2.531
C 1.298 0.561 0.083
C 1.341 0.420 -1.444
H 2.695 1.133 -2.917
H 2.368 0.865 0.495
H 3.383 0.697 -1.361
C -2.285 -0.204 0.693
H 0.155 -0.286 -3.202
C 0.142 0.062 -2.038
C -1.339 -0.453 2.751
C -0.053 -0.223 2.277
C 2.660 0.594 -2.163
*
```

* frontier orbital gap: 8.40 eV
* relative energy (zero: lowest compared OMol25 entry of this formula, charge and spin): 4.138 eV
* SMILES: Cc1ccc2ccccc2c1

---

Entry 4:
The following is a DFT calculation (ωB97M-V/def2-TZVPD) of C11H10BeN2O4 as an isolated structure.

The geometry in ORCA input format:
```
! wB97M-V def2-TZVPD RIJCOSX def2/J DEFGRID3
* xyz 2 1
O 1.510 1.442 2.657
C -1.675 2.583 -1.183
H -0.594 2.336 0.693
H -2.700 2.527 -3.130
Be 0.808 -0.194 0.283
H 2.813 -2.394 1.282
C -1.751 0.043 2.062
C 1.118 0.527 2.005
O -2.771 0.520 2.240
H -2.131 0.059 -3.423
H 3.047 0.136 -0.338
N -0.809 -1.344 -1.781
H -0.647 -1.913 -0.954
C 2.734 -1.299 1.207
C -0.867 1.907 -0.284
O 1.132 -1.457 3.578
C 2.418 -0.720 -0.067
C 0.909 -1.026 2.469
C -1.779 0.669 -2.592
C -0.979 0.015 -1.638
O -0.067 -2.910 1.094
H 3.424 -0.760 1.872
H -1.956 3.610 -0.971
C 0.296 -1.778 1.237
H 2.455 -1.439 -0.895
N -0.406 0.644 -0.573
C -2.112 1.990 -2.381
H -1.420 -1.779 -2.469
*
```

* frontier orbital gap (spin up / spin down): 4.28 / 4.28 eV
* relative energy (zero: lowest compared OMol25 entry of this formula, charge and spin): 0.168 eV

---

Entry 5:
The following is a DFT calculation (ωB97M-V/def2-TZVPD) of C11H10BrF6N2O7PdS2 as an isolated structure.

The geometry in ORCA input format:
```
! wB97M-V def2-TZVPD RIJCOSX def2/J DEFGRID3
* xyz -1 1
H 0.533 2.895 2.704
N -3.682 -0.805 -0.158
S -2.980 -0.293 -1.459
F -3.225 -0.062 2.649
O -1.768 -1.030 -1.782
C -3.720 -1.270 2.387
C 2.050 2.529 1.236
C -2.426 1.416 -1.001
O -3.910 -0.044 -2.515
Pd 0.116 -0.768 -0.249
F -3.448 2.265 -1.036
N 3.737 4.212 0.976
H 1.417 -4.687 -3.012
C 3.200 3.038 0.647
C 1.480 1.199 0.833
Br 1.136 5.622 3.824
H 0.604 -4.975 -1.458
F -3.361 -2.101 3.365
F -1.493 1.830 -1.860
O 0.976 0.469 1.699
H 3.706 2.467 -0.122
H 1.855 -0.984 -2.457
O 0.918 -2.583 -0.509
C 1.366 -4.382 -1.965
C 1.959 4.509 2.529
O -3.653 -3.196 0.620
H 3.557 5.896 2.155
C 1.416 3.281 2.212
C 3.117 4.939 1.902
H 0.052 -2.752 -2.367
H 3.058 -2.243 -2.161
O 1.526 0.917 -0.411
H 2.087 -2.268 -3.655
C 2.070 -2.046 -2.586
H 2.329 -4.573 -1.486
F -5.047 -1.194 2.362
F -1.902 1.437 0.232
S -3.055 -1.910 0.798
C 1.024 -2.898 -1.869
O -1.617 -1.858 0.988
*
```

* frontier orbital gap (spin up / spin down): 7.16 / 7.15 eV
* relative energy (zero: lowest compared OMol25 entry of this formula, charge and spin): 1.205 eV

---

Entry 6:
The following is a DFT calculation (ωB97M-V/def2-TZVPD) of C11H10BrIrNO as an isolated structure.

The geometry in ORCA input format:
```
! wB97M-V def2-TZVPD RIJCOSX def2/J DEFGRID3
* xyz 0 6
H -0.856 -2.636 -2.055
H 1.763 -2.648 1.453
C 0.407 2.572 0.949
C -0.737 2.777 0.088
H 0.407 2.678 2.040
H -0.916 2.762 -2.141
C 1.480 -1.067 -0.149
N -1.900 -1.938 1.369
C -0.286 2.631 -1.253
H 2.567 2.323 0.480
C 1.107 2.439 -1.228
H -1.719 3.164 0.367
O -4.014 -2.176 2.455
H -0.062 -4.054 0.085
C 1.246 -2.297 0.561
C -0.136 -2.294 -1.308
C 1.528 2.377 0.136
H 1.773 2.411 -2.099
C -2.949 -2.083 1.912
H 0.570 -0.290 -2.087
Br -1.809 0.785 1.375
H 2.210 -0.313 0.126
Ir -0.566 -1.017 0.401
C 0.273 -3.049 -0.161
C 0.622 -1.057 -1.318
*
```

* frontier orbital gap (spin up / spin down): 6.86 / 4.98 eV
* relative energy (zero: lowest compared OMol25 entry of this formula, charge and spin): 1.331 eV
* <S²>: 8.784

---

Entry 7:
The following is a DFT calculation (ωB97M-V/def2-TZVPD) of C11H10ClNO2SW as an isolated structure.

The geometry in ORCA input format:
```
! wB97M-V def2-TZVPD RIJCOSX def2/J DEFGRID3
* xyz 2 3
O -1.856 0.563 3.276
H -0.838 2.495 -1.477
H 1.656 0.893 -1.778
C 0.467 -2.046 -0.637
H 0.641 1.702 2.410
H 0.055 -1.110 -2.634
C 0.016 4.040 -0.180
C -1.418 0.215 2.238
H -0.110 4.947 -0.754
H 2.563 0.208 0.709
Cl -1.458 -1.853 1.663
H -0.330 -3.837 0.290
H 0.498 -4.101 -1.255
N -0.107 1.797 0.382
W -0.457 -0.250 0.219
C 1.891 -0.344 0.089
C 1.400 0.010 -1.200
C -0.366 2.792 -0.562
C -0.172 -3.406 -0.722
C 1.314 -1.595 0.438
H 1.479 -2.194 1.352
C -2.207 -0.384 -0.694
H -1.149 -3.379 -1.232
C 0.492 2.296 1.505
O -3.262 -0.418 -1.209
C 0.562 -1.043 -1.684
S 0.698 4.002 1.446
*
```

* frontier orbital gap (spin up / spin down): 8.99 / 7.28 eV
* relative energy (zero: lowest compared OMol25 entry of this formula, charge and spin): 1.006 eV
* <S²>: 2.017

---

Entry 8:
The following is a DFT calculation (ωB97M-V/def2-TZVPD) of C11H10CoN4O10S as an isolated structure.

The geometry in ORCA input format:
```
! wB97M-V def2-TZVPD RIJCOSX def2/J DEFGRID3
* xyz -2 2
C -2.094 1.726 -1.857
C 1.297 -2.655 -2.770
S 1.440 1.058 2.262
O 0.084 1.244 1.562
O 1.230 2.301 -0.998
H -4.517 2.590 -2.032
C 1.618 -0.478 -2.997
O 2.187 0.268 1.202
N 1.725 -1.668 -3.631
C 1.948 0.827 -3.626
C -1.633 4.113 -2.025
H 0.347 4.734 -1.544
O -2.934 0.852 -2.041
C 0.324 -2.495 -0.365
O 1.285 0.296 3.491
C 0.068 2.568 -1.357
H 1.033 1.408 -3.749
C -3.871 3.291 -2.556
O 2.060 2.357 2.492
Co 0.614 0.390 -0.044
O 1.658 -4.437 -4.238
H 2.601 1.399 -2.967
O 0.260 -3.750 -0.220
O -0.095 -1.608 0.396
C 1.286 -4.065 -3.134
O 0.836 -4.883 -2.213
H 2.419 0.679 -4.597
H -4.172 4.315 -2.332
C -0.351 3.922 -1.670
N -0.829 1.551 -1.448
H 0.519 -4.352 -1.360
N -2.509 3.077 -2.123
H -3.984 3.108 -3.629
H 2.037 -1.857 -4.568
H -2.041 5.094 -2.242
N 1.157 -0.661 -1.783
C 0.949 -1.997 -1.623
*
```

* frontier orbital gap (spin up / spin down): 6.78 / 6.65 eV
* relative energy (zero: lowest compared OMol25 entry of this formula, charge and spin): 0.000 eV
* <S²>: 0.758

---

Entry 9:
The following is a DFT calculation (ωB97M-V/def2-TZVPD) of C11H10F3N5S3Tc as an isolated structure.

The geometry in ORCA input format:
```
! wB97M-V def2-TZVPD RIJCOSX def2/J DEFGRID3
* xyz 2 4
S 2.921 1.186 -1.992
C -2.602 0.897 2.318
H 5.314 1.750 1.831
H 4.092 2.579 0.875
C 0.235 -4.245 0.064
H -0.569 0.222 2.659
C 4.508 0.529 0.253
H 4.771 -0.429 0.702
H -4.582 1.377 1.642
C 3.238 0.329 -0.499
N 1.208 -0.374 -1.004
C -1.434 0.220 2.009
H 5.300 0.784 -0.453
F -5.740 -0.599 -0.194
C 1.371 0.426 -2.059
N 0.472 0.609 -3.011
N -1.337 -0.472 0.872
N 2.267 -0.427 -0.125
C 4.364 1.621 1.317
F -5.148 1.325 -0.987
H -2.677 1.450 3.243
C -3.558 0.128 0.236
C -3.661 0.851 1.425
C -2.369 -0.529 0.009
H 0.662 1.211 -3.799
H -0.391 0.084 -3.017
S 1.137 -3.466 -1.134
H 3.612 1.348 2.055
Tc 0.040 -1.718 -0.203
S -1.872 -1.614 -1.329
F -4.378 -0.497 -1.878
N -0.462 -4.643 0.898
C -4.733 0.088 -0.722
*
```

* frontier orbital gap (spin up / spin down): 7.77 / 7.38 eV
* relative energy (zero: lowest compared OMol25 entry of this formula, charge and spin): 0.289 eV
* <S²>: 3.782

---

Entry 10:
The following is a DFT calculation (ωB97M-V/def2-TZVPD) of a 2-piece molecular cluster, C11H10F4N4O2 overall.

The geometry in ORCA input format:
```
! wB97M-V def2-TZVPD RIJCOSX def2/J DEFGRID3
* xyz 0 1
H 1.421 4.282 -1.887
F 1.343 3.080 0.985
H -1.307 3.345 -0.422
H -0.557 0.918 -1.166
C 1.191 1.791 1.370
N -3.881 0.657 -0.871
C 0.982 2.166 -2.054
N -0.282 1.852 -1.439
C 0.889 -0.793 2.401
H -3.330 3.108 -1.400
F 3.373 1.304 0.663
C -0.679 3.951 -2.412
F -1.190 -0.232 3.302
N -2.720 1.072 -0.967
C 2.212 0.915 1.235
H -1.167 3.851 -3.393
C 2.118 -0.474 1.676
C -0.102 0.108 2.585
C -0.078 1.444 1.992
N -4.898 0.150 -0.690
O 3.017 -1.303 1.478
H 1.188 3.703 -3.560
H 1.228 1.498 -2.902
F 0.770 -2.043 2.895
C -2.611 2.323 -1.729
O -1.049 2.223 2.008
H -2.669 2.129 -2.825
C -1.224 2.882 -1.430
C 0.825 3.623 -2.532
H -0.843 4.960 -2.028
H 1.787 2.055 -1.309
*
```

* frontier orbital gap: 5.62 eV
* relative energy (zero: lowest compared OMol25 entry of this formula, charge and spin): 0.000 eV

---

Number 1: largest force on an atom 0.0998 hartree/bohr. Number 2: largest force on an atom 0.0566 hartree/bohr. Number 3: largest force on an atom 0.2070 hartree/bohr. Number 4: largest force on an atom 0.2029 hartree/bohr. Number 5: largest force on an atom 0.0441 hartree/bohr. Number 6: largest force on an atom 0.1229 hartree/bohr. Number 7: largest force on an atom 0.1545 hartree/bohr. Number 8: largest force on an atom 0.0326 hartree/bohr. Number 9: largest force on an atom 0.0146 hartree/bohr. Number 10: largest force on an atom 0.0652 hartree/bohr.